No. 1
ORCA calculation (the ωB97M-V functional and the def2-TZVPD basis) on 2 unconnected molecules or ions with the total composition C2H7NO3.

## Properties
- Total energy: -360.87494 hartree
- LUMO level: 0.499 eV
- Charge: 0
- Kohn-Sham gap: 10.8837 eV
- HOMO level: -0.3816 Ha
- Structure (SMILES): O=CO.NCO
- Energy relative to the best compared isomer or geometry (same formula, charge and spin): 1.053 eV

Geometry as XYZ:
```
13
Properties=species:S:1:pos:R:3:forces:R:3
N 1.09739 -0.70642 0.38535 0.04 0.59 -0.22
H 1.41560 -1.35504 -0.32201 -0.26 -0.21 0.08
H -0.90912 0.38425 -2.07116 0.04 0.18 -0.20
O -0.51885 -0.08063 1.95741 -0.06 0.18 0.38
C -0.64933 1.46256 -1.99894 0.03 -0.43 0.98
O -1.07313 2.30720 -2.71495 -0.07 0.28 -0.58
H -0.77119 -1.58606 0.57560 -0.01 -0.04 -0.18
O 0.15001 1.71952 -0.95110 -0.41 0.06 -0.04
C -0.00660 -1.14659 1.21702 0.10 -0.80 0.04
H 1.90421 -0.42197 0.92927 -0.14 -0.01 0.08
H 0.28160 -1.92726 1.93887 -0.04 0.34 -0.03
H -1.15316 0.43366 1.44759 0.09 -0.05 -0.08
H 0.23258 0.91678 -0.39295 0.69 -0.09 -0.25
```
Forces are in eV/Å.

No. 2
ORCA calculation (the ωB97M-V functional and the def2-TZVPD basis) on a molecular structure, C28H35AuI2N2O6S3Si.

## Properties
- Total energy: -3864.14388 hartree
- LUMO level (spin up / spin down): -1.611 / -3.601 eV
- ⟨S²⟩: 2.05
- Charge: 0
- Kohn-Sham gap (spin up / spin down): 5.8016 / 3.6862 eV
- Multiplicity: 3
- HOMO level (spin up / spin down): -0.2724 / -0.2678 Ha
- Energy relative to the best compared isomer or geometry (same formula, charge and spin): 0.000 eV

Geometry as XYZ:
```
78
Properties=species:S:1:pos:R:3:forces:R:3
H 1.33375 -21.85146 -14.43094 0.01 0.07 -0.05
O 0.03184 -14.30543 -9.67299 -0.84 -0.46 -0.20
Si 0.41975 -18.27093 -5.46150 -0.77 -0.39 -1.65
H -0.52062 -15.37028 -5.15514 0.26 0.09 -0.03
C 1.05971 -19.90214 -13.53215 0.17 -0.91 -0.59
C 2.46766 -20.19607 -4.91616 -1.16 0.77 -0.18
H 0.77595 -18.15139 -12.30809 0.09 -0.03 -0.01
H 1.83704 -16.24411 -7.91644 -0.06 -0.06 -0.02
C 1.08695 -19.18746 -12.35306 0.13 -0.24 1.61
H 2.42591 -19.33837 -2.91300 0.03 -0.19 -0.31
H 2.36334 -21.40990 -6.69069 -0.08 0.03 0.27
S -1.50407 -19.02955 -10.70107 0.07 -0.46 0.31
C 3.03382 -22.76316 -9.94947 0.33 -0.87 -0.19
H -3.37243 -18.12144 -2.36504 0.27 0.12 -0.10
H 4.52007 -19.69437 -5.16830 -0.07 0.11 -0.09
H -2.76146 -16.70707 -3.23856 0.11 -0.18 -0.02
C 1.38877 -21.25376 -13.53245 -0.03 0.69 0.65
H -3.05284 -17.78160 -5.56132 0.10 0.05 0.09
H 3.46396 -18.26692 -5.00428 0.01 -0.23 -0.07
C -3.27018 -14.47507 -13.02696 0.05 0.01 0.36
H -1.04956 -20.57984 -4.05431 -0.05 0.10 -0.02
H 1.60819 -15.02166 -3.80729 -0.01 -0.12 -0.13
H -3.65986 -13.69141 -13.66313 -0.05 -0.04 -0.02
C 2.53830 -20.31447 -3.40982 0.45 0.08 0.49
C 2.50633 -21.53266 -5.61592 0.37 -0.42 0.18
C 2.36372 -21.51550 -9.91780 0.05 1.53 3.13
H 3.51461 -20.71894 -3.11967 -0.11 -0.02 0.06
C -1.54399 -19.94812 -3.31397 -0.35 -0.28 0.22
H -1.74608 -17.49911 -2.02909 0.19 -0.07 0.03
C -1.93226 -18.59909 -3.89096 1.06 0.41 -0.53
O -0.72161 -17.93830 -4.37473 -0.60 0.04 0.60
C 2.19673 -14.97173 -4.72787 0.12 0.59 0.14
C -2.90415 -18.73319 -5.04904 -0.45 -0.27 0.06
H 3.40631 -24.58696 -11.05696 -0.04 0.22 0.14
N -0.74123 -16.72309 -9.60935 -1.40 -0.48 -1.90
C 0.08822 -15.19829 -6.05109 -0.52 0.40 -0.12
C -2.47085 -17.67676 -2.81804 -0.77 0.10 0.14
I 2.19383 -24.51685 -13.84761 0.05 0.28 0.37
H -3.92194 -16.03940 -14.33257 0.13 -0.06 0.12
H 3.32896 -15.95340 -6.98440 -0.06 -0.04 0.01
Au 0.61521 -19.17307 -9.21829 -1.00 0.54 0.56
H 0.10293 -14.12586 -6.27267 -0.09 -0.09 0.03
C 2.32265 -23.18170 -12.24029 0.32 -0.35 0.41
O 2.25906 -20.79204 -8.83812 0.78 -2.08 -2.50
N 1.43512 -19.74376 -11.17209 0.26 -0.62 -1.33
C 1.84634 -21.03925 -11.16265 -0.52 1.09 -1.44
H 2.31463 -13.91225 -4.98112 0.04 -0.07 0.04
H 2.32153 -14.59930 -7.52753 0.04 0.12 -0.10
C 2.30210 -15.62087 -7.15412 0.08 0.25 -0.09
C 1.50259 -15.68054 -5.87085 0.02 -1.27 0.43
H 1.76025 -20.96795 -3.02121 -0.08 -0.11 -0.08
C 2.95600 -23.59776 -11.07725 -0.03 0.00 -0.01
S -1.16002 -15.12173 -9.55876 0.39 0.50 0.99
H -3.87237 -19.05215 -4.64775 0.03 -0.05 -0.12
H -2.96203 -17.88054 -12.87212 -0.12 0.20 -0.14
C -1.48811 -17.35556 -10.53338 1.96 0.92 2.27
H 3.18933 -15.38624 -4.52725 -0.13 -0.05 -0.12
H -2.56500 -19.45982 -5.79685 -0.07 0.13 0.30
O 1.14621 -19.67674 -5.22482 0.91 -0.77 0.40
H -0.88073 -19.83318 -2.45321 0.02 0.07 -0.09
C -2.64884 -14.12467 -11.82967 0.03 -0.31 0.11
C -2.11954 -15.14731 -11.05447 -0.11 -0.13 -0.35
O 1.49731 -17.09183 -5.48315 0.51 0.70 0.11
H -2.45315 -20.45800 -2.96884 0.16 0.01 -0.05
H -2.57648 -13.09498 -11.50741 0.07 0.02 -0.08
C 3.54679 -19.26617 -5.44053 0.43 -0.03 0.10
H -0.43206 -15.69104 -6.87664 0.28 0.00 0.14
C -2.89798 -16.82579 -12.61739 0.72 -0.18 1.28
C -3.40225 -15.81346 -13.40554 -0.20 0.31 -0.22
H 3.50654 -19.17321 -6.52903 -0.09 -0.02 0.05
S -0.64763 -18.53629 -7.34811 0.23 -0.25 0.48
O -2.03044 -14.89948 -8.41943 0.42 0.00 -1.01
C 1.83357 -21.84758 -12.32804 -0.32 0.70 -0.39
H 0.76003 -19.39626 -14.44124 0.01 -0.10 0.03
C -2.22547 -16.48424 -11.41561 -1.38 1.03 -2.02
H 1.74791 -22.20695 -5.20698 -0.01 0.12 -0.10
I 4.19023 -23.31772 -8.33242 -0.17 -0.06 -0.21
H 3.48484 -21.99529 -5.45314 -0.02 -0.04 0.00
```
Forces are in eV/Å.

No. 3
ORCA calculation (the ωB97M-V functional and the def2-TZVPD basis) on a molecular structure, C24H32GdIN2O4P2.

## Properties
- Total energy: -3089.77776 hartree
- LUMO level (spin up / spin down): -6.912 / -9.587 eV
- ⟨S²⟩: 16.10
- Charge: +2
- Kohn-Sham gap (spin up / spin down): 6.5479 / 3.8716 eV
- Multiplicity: 8
- HOMO level (spin up / spin down): -0.4946 / -0.4946 Ha
- Energy relative to the best compared isomer or geometry (same formula, charge and spin): 0.000 eV

Geometry as XYZ:
```
66
Properties=species:S:1:pos:R:3:forces:R:3
C -3.61483 -0.36729 -3.80957 0.67 -0.09 -0.13
H -0.55279 -1.60613 -7.66677 0.00 0.25 0.75
H -3.86465 0.95945 3.27911 0.41 -0.34 0.08
H 2.37674 -0.13128 -4.88696 0.19 -0.32 0.25
C 2.81486 -1.88744 -1.57388 -0.48 -0.02 0.08
H 3.33223 -0.06546 2.50338 0.15 0.01 0.35
C 2.65945 -0.92463 -4.17261 -0.76 -0.01 -0.62
H -3.16172 0.39479 -4.47104 -0.33 -0.37 0.21
C -0.52904 -1.05508 -5.55110 0.26 4.46 2.90
H 2.95612 1.09494 -1.08026 0.08 0.07 0.01
H -1.73499 1.90960 2.44042 -0.03 -0.04 0.22
H 3.88063 -1.80300 -1.83624 -0.33 -0.11 0.24
O 1.02312 -1.05898 1.32126 0.02 1.29 -0.10
C 1.01871 0.21448 1.50717 -0.83 -0.22 0.11
C 4.22976 0.30057 4.46009 -0.45 -0.22 -0.02
C -4.07714 -1.30130 -1.20430 0.30 0.01 0.07
C 1.94539 0.85266 3.85883 0.51 0.20 0.06
C -0.49563 0.43274 3.41798 -0.43 -1.15 -0.26
N 0.70187 2.30542 2.35858 -0.38 0.74 -2.67
H 0.78939 1.84205 5.38724 -0.07 0.08 0.02
C -2.89663 -0.70250 4.30890 0.04 -0.10 -0.35
H -1.64602 -2.25530 5.21089 -0.09 0.55 -0.39
H 4.02709 0.59542 -2.43626 -0.12 0.05 0.13
H -3.66519 2.20144 -2.53110 -0.15 -0.16 0.33
C -0.71987 1.51975 -1.82136 -0.10 3.45 -2.41
P 1.92587 -0.56046 -2.51418 1.87 -0.66 0.35
H 2.62987 1.85033 7.05807 0.01 -0.15 -0.30
H 0.52244 3.13996 2.90891 0.02 -0.48 0.05
H 4.81815 0.77211 6.47995 -0.38 0.00 -0.22
H -3.66829 -2.31083 -1.36202 -0.29 0.20 0.11
I -0.68286 -2.66668 -3.43080 0.04 -0.08 -0.12
H -3.70051 1.83023 -0.77941 -0.27 0.11 -0.23
H -1.36533 -2.70352 -6.43064 0.74 0.44 -0.36
C 1.75330 1.42964 5.12245 0.46 -0.44 0.12
H 0.49880 -1.24698 4.37531 -0.67 0.25 -0.10
C 4.00488 0.80505 5.74908 0.16 0.22 -0.41
C -0.47253 -0.77639 4.14659 -0.25 0.24 0.12
Gd -0.30724 -0.74161 -0.56523 0.35 0.32 -1.13
C -0.50524 -2.01457 -6.63679 0.04 -1.38 -0.21
H -3.32208 -1.37658 -4.15162 -0.29 0.51 0.10
C 0.81667 0.95261 2.84064 0.76 0.09 1.00
H 2.43525 -2.87478 -1.87886 0.18 0.26 0.15
C -2.91826 0.45061 3.50299 0.07 -0.16 0.50
P -2.99824 -0.08659 -2.07684 -1.99 -0.55 -0.30
O -0.48998 0.04366 -5.09646 -0.17 -4.42 -2.55
C 3.18991 0.32926 3.51312 0.07 0.03 0.37
H 0.44036 -2.61378 -6.49758 -0.92 0.49 -0.15
H 5.18395 -0.17241 4.19066 -0.44 0.36 0.22
H -4.71955 -0.25873 -3.80993 0.69 -0.06 0.04
C 2.78013 1.41110 6.07124 0.13 -0.29 -0.46
H -4.07612 -1.06325 -0.12890 -0.15 -0.19 -0.27
C 0.44935 2.33838 0.96681 -0.02 -0.04 2.25
O -0.06921 3.20987 0.32195 0.44 -0.20 -0.13
H 3.75909 -0.91677 -4.04901 -0.61 -0.03 0.02
N 0.81112 1.04440 0.47528 -0.15 -0.93 0.12
O -0.88199 2.42874 -2.51161 0.46 -2.89 2.09
H 2.33920 -1.90222 -4.57060 0.14 0.38 0.24
H 2.66225 1.70233 -2.71823 0.13 0.09 0.10
H 2.67010 -1.75410 -0.48671 0.24 -0.13 -0.39
H -5.10191 -1.23607 -1.60779 0.40 -0.11 0.27
H -5.03263 1.24035 -1.85339 0.50 0.10 0.06
C -3.95153 1.45045 -1.77878 0.38 0.25 0.26
H -3.83930 -1.13787 4.67477 0.55 0.31 -0.18
C -1.71469 1.01581 3.06101 -0.13 -0.35 0.07
C -1.67509 -1.33880 4.60101 0.16 0.33 -0.03
C 3.00503 0.84318 -2.13682 -0.34 0.56 0.08
```
Forces are in eV/Å.

No. 4
ORCA calculation (the ωB97M-V functional and the def2-TZVPD basis) on a molecular structure, C18H29MgN8O.

## Properties
- Total energy: -1416.45960 hartree
- LUMO level: -1.734 eV
- Charge: +1
- Kohn-Sham gap: 8.9493 eV
- HOMO level: -0.3926 Ha

Geometry as XYZ:
```
57
Properties=species:S:1:pos:R:3:forces:R:3
H 0.95282 2.31886 0.03606 0.50 -0.27 -0.10
H 7.88169 3.09368 2.36787 -0.42 -0.08 0.21
H 2.55221 -3.14113 -5.63129 0.72 0.39 0.19
C 2.82631 0.09078 5.43789 0.39 -0.21 1.55
C 1.85931 1.79018 0.41113 -0.74 0.62 -0.76
C 6.13023 1.82794 2.41323 -0.49 -0.72 1.33
N -0.22299 -4.40643 -5.26400 -0.35 -0.05 -0.14
H 2.89305 -4.89195 -5.83953 0.38 -0.30 -0.69
N -4.14946 0.89043 -3.93067 -0.40 0.34 1.93
H 3.91226 0.05199 5.36193 -0.05 -0.13 -0.43
C -3.81642 0.59703 -4.97313 0.32 -0.25 -1.35
H 2.59482 -4.35637 -4.24327 0.66 0.52 0.77
H -1.68020 3.92572 2.95229 -0.62 -0.25 0.32
H -3.92341 1.86070 -1.23306 -0.80 -0.81 0.43
H -2.66325 2.60323 -1.99473 0.39 0.47 -0.60
C -1.55894 2.04568 3.71209 0.31 -0.80 0.19
N -2.53666 3.54121 0.90145 0.72 0.72 1.63
H -2.28250 -4.56358 1.32535 -0.87 -0.32 0.11
H -2.51834 -0.21022 -6.45485 -0.05 0.24 0.27
H -4.21469 3.50523 -1.75716 -0.07 0.09 -0.46
C -3.63392 -1.88213 -0.34848 0.46 0.55 -1.19
H -0.87080 -4.99335 2.39457 -0.50 0.38 -0.69
C 7.07205 2.69158 1.75705 -0.37 0.87 -2.61
C 2.13600 -0.29613 4.25573 -0.19 0.07 -1.20
C 0.91633 -4.33050 -5.34934 0.92 0.05 0.15
O 0.69754 -0.31062 0.61429 -1.90 -0.25 0.23
H 7.54859 2.10972 0.91175 -0.52 0.72 0.83
N -1.17765 0.96940 3.59516 0.29 0.23 -0.52
N 1.54168 -0.64389 3.33675 0.42 0.18 1.10
H -3.11862 3.39588 3.99793 1.01 0.14 -0.36
H 2.59762 -0.27038 0.25839 1.34 0.00 0.12
Mg -0.11727 -0.29438 2.21236 -0.62 -0.12 0.42
C -3.48956 2.82194 -1.34431 -0.15 0.15 -0.78
H -2.55249 -2.80803 -1.90870 0.23 0.17 0.18
N 5.38181 1.16794 2.99130 0.31 0.34 -0.41
C -1.43435 -2.97193 2.42178 0.30 -0.13 -0.91
C -2.00621 3.38396 3.85896 -0.82 1.26 -0.05
N -1.35527 -1.89939 2.81868 0.02 -0.38 0.00
H -3.43951 1.23783 -6.90223 0.13 0.43 -0.18
H -4.21976 -0.32018 -6.81920 0.05 0.19 0.30
C -1.33681 -4.25159 1.70342 0.13 -0.12 2.07
H 1.72788 1.89749 1.49014 0.66 -0.07 0.21
H -0.72338 -4.09624 0.85909 0.99 0.28 -0.86
H 2.57805 1.09678 5.80722 -0.25 -0.40 -0.34
H -4.12279 -2.30880 -2.34105 -0.33 0.10 0.05
H 1.61750 0.21908 -1.07270 0.15 0.30 -0.39
C -2.99748 3.31289 -0.10760 -0.11 -0.70 -0.42
H -1.53161 3.88215 4.69936 0.03 -0.23 0.30
H 2.74192 2.35964 0.01808 -0.60 -0.71 0.52
C -3.26107 -1.99182 -1.76171 -0.23 -0.90 -0.32
H 6.42799 3.53185 1.28320 1.39 -1.16 0.74
C 2.39685 -4.13981 -5.26962 -2.35 -0.57 -0.26
C 1.73487 0.31054 0.00812 0.39 0.55 -0.50
N -3.91736 -1.70952 0.74506 -0.13 -0.13 0.72
H -2.88711 -1.09166 -2.24120 0.06 0.22 0.48
H 2.50781 -0.67277 6.17013 0.25 0.51 0.10
C -3.46733 0.32144 -6.33998 0.00 -0.98 -0.94
```
Forces are in eV/Å.